128
Properties=species:S:1:pos:R:3:forces:R:3:mulliken_charge:R:1 method="wB97M-V/def2-TZVPD" smiles="CCCCCCCCCC[C@]1(O)[C@@H](N)[C@@](CC)(CCCCO)S(=O)(=O)O[C@]1(CCCF)C(F)(F)C(F)(F)F.ClC(Cl)Cl.ClC(Cl)Cl.ClC(Cl)Cl.ClC(Cl)Cl.ClC(Cl)Cl.ClC(Cl)Cl.ClC(Cl)Cl.ClC(Cl)Cl.ClC(Cl)Cl"
C 1.911 -2.663 2.574 -0.22 0.23 -0.15 -1.2652
C 1.036 -3.121 1.395 0.46 -0.23 0.30 0.1714
C 1.868 -3.616 0.189 -0.78 0.77 0.21 -1.0178
C 2.479 -2.405 -0.531 0.10 -0.41 0.00 1.6724
C 3.779 -2.685 -1.284 -0.17 0.45 0.16 -0.9145
C 4.510 -1.395 -1.718 -0.45 -0.76 0.27 -0.7201
C 3.873 -0.704 -2.940 0.56 0.39 -0.13 -0.4003
C 3.318 0.702 -2.665 -0.13 -0.48 0.92 -1.4056
C 2.243 0.731 -1.545 0.34 0.42 -1.60 2.9820
C 1.886 2.184 -1.253 0.62 0.29 1.11 -1.2382
C 0.973 2.390 0.014 -1.02 -0.47 -1.33 -0.0304
O 0.634 1.098 0.524 0.25 0.24 0.62 -0.9542
C -0.373 3.093 -0.359 0.27 0.59 0.27 -1.8364
N -0.939 2.642 -1.616 -0.14 -0.10 0.23 0.3202
C -1.461 3.083 0.788 0.73 0.15 -1.51 1.2658
C -2.326 4.336 0.511 -0.36 0.01 0.19 -0.9416
C -3.618 4.457 1.341 0.55 0.42 0.28 -1.6019
C -2.342 1.827 0.859 -0.61 -0.17 0.09 -1.2212
C -3.376 1.662 -0.283 -0.11 0.04 -0.25 -1.4525
C -3.323 0.315 -1.009 -0.51 0.34 0.22 1.2243
C -3.530 -0.895 -0.093 0.34 -0.01 -0.34 0.0557
O -4.463 -0.615 0.945 -0.28 -0.04 -0.02 -0.6495
S -0.628 3.348 2.393 -2.15 0.13 2.74 2.0739
O -0.971 2.246 3.269 0.80 0.16 -0.89 -0.8095
O -1.041 4.631 2.915 0.79 -0.34 -0.77 -0.8439
O 0.966 3.398 2.294 -0.43 0.02 -0.86 -0.4988
C 1.746 3.109 1.123 0.71 -1.15 0.49 1.1543
C 2.832 2.112 1.648 -0.27 -0.14 0.88 -1.0647
C 2.344 1.261 2.851 0.45 -0.20 -0.31 -0.3190
C 2.675 1.853 4.216 0.05 0.03 -0.32 -0.3558
F 3.353 0.885 4.972 -0.10 -0.16 0.30 -0.3837
C 2.330 4.480 0.647 -0.05 0.41 0.15 0.4283
F 1.941 4.810 -0.609 0.04 -0.14 -0.34 -0.3150
F 1.855 5.464 1.428 -0.02 0.17 0.21 -0.3176
C 3.873 4.671 0.677 -0.31 0.91 -0.17 0.4885
F 4.159 5.824 0.064 -0.01 0.06 -0.09 -0.3111
F 4.295 4.788 1.930 0.20 -0.29 0.32 -0.2343
F 4.541 3.717 0.052 0.26 -0.45 -0.12 -0.2013
H 2.799 -2.117 2.247 -0.01 -0.03 -0.05 0.1460
H 2.248 -3.505 3.179 -0.01 -0.03 -0.01 0.4355
H 1.344 -1.978 3.207 0.08 -0.11 0.16 0.3398
H 0.371 -3.904 1.769 -0.03 -0.07 -0.17 0.4775
H 0.382 -2.295 1.094 0.08 0.03 -0.16 -0.1848
H 2.629 -4.317 0.538 0.02 -0.08 -0.11 0.4360
H 1.172 -4.100 -0.498 0.37 -0.42 0.02 0.2866
H 2.663 -1.629 0.219 0.04 0.05 -0.08 -0.7703
H 1.731 -2.018 -1.230 -0.01 0.16 0.11 -0.2193
H 4.428 -3.257 -0.615 0.06 -0.08 -0.14 0.2416
H 3.557 -3.284 -2.173 0.16 -0.18 0.06 0.1165
H 4.533 -0.745 -0.836 0.09 0.18 -0.14 0.4822
H 5.544 -1.687 -1.898 0.03 0.24 -0.28 0.3988
H 4.667 -0.577 -3.683 -0.12 -0.04 -0.12 0.4810
H 3.138 -1.351 -3.425 -0.17 -0.01 0.19 -0.0350
H 2.927 1.157 -3.575 0.13 0.09 -0.04 0.4943
H 4.158 1.292 -2.282 -0.01 0.20 -0.29 0.4171
H 1.367 0.202 -1.933 0.05 -0.23 0.49 -0.7161
H 2.679 0.208 -0.705 -0.42 0.06 0.28 -1.2919
H 2.837 2.684 -1.049 -0.09 -0.06 -0.23 0.3401
H 1.478 2.684 -2.129 -0.08 -0.11 -0.01 0.5896
H -0.063 0.723 -0.017 -0.07 -0.09 -0.14 0.5678
H -0.172 4.158 -0.508 0.15 -0.13 0.08 0.9192
H -0.704 1.687 -1.853 -0.04 -0.02 -0.08 -0.3793
H -0.668 3.236 -2.383 0.09 -0.06 -0.10 0.3047
H -1.704 5.218 0.655 0.00 -0.03 0.10 0.8020
H -2.587 4.327 -0.548 0.14 -0.18 -0.03 0.5909
H -3.734 5.500 1.637 -0.17 -0.02 -0.09 0.4245
H -3.527 3.913 2.280 -0.17 -0.08 -0.03 0.3364
H -4.510 4.146 0.804 0.03 -0.15 -0.02 0.3116
H -1.781 0.900 0.973 0.26 0.19 0.06 0.4585
H -2.922 1.903 1.778 0.17 -0.06 0.11 0.8617
H -3.291 2.431 -1.046 0.17 0.00 0.09 0.5198
H -4.383 1.771 0.122 0.05 -0.06 0.15 0.5946
H -2.411 0.226 -1.608 0.07 -0.23 0.14 -0.2800
H -4.149 0.318 -1.724 0.18 0.09 -0.01 -0.9005
H -2.582 -1.236 0.329 -0.04 0.00 0.08 0.1944
H -3.927 -1.713 -0.704 0.07 -0.09 0.11 -0.0244
H -4.046 -0.778 1.791 0.14 0.04 0.15 0.3615
H 3.140 1.411 0.880 -0.02 0.28 -0.29 -0.6376
H 3.723 2.621 2.011 -0.07 0.06 -0.22 1.0091
H 1.305 0.963 2.754 -0.03 0.14 0.08 0.2959
H 2.927 0.338 2.786 -0.03 -0.01 0.12 0.2079
H 1.799 2.161 4.783 -0.04 0.00 -0.01 0.2760
H 3.377 2.683 4.121 -0.12 0.13 0.04 0.1936
Cl -1.895 -6.151 -1.444 -0.02 0.05 0.02 -0.1432
C -2.544 -4.513 -1.501 0.03 -0.02 -0.10 0.4447
Cl -1.278 -3.329 -1.173 -0.03 0.01 -0.09 -0.0388
Cl -3.310 -4.193 -3.059 -0.03 0.04 0.04 -0.1263
H -3.297 -4.418 -0.731 -0.02 0.01 0.04 -0.2245
Cl -6.706 1.955 -2.553 -0.01 -0.01 0.00 -0.1163
C -6.929 0.580 -3.638 0.09 0.07 -0.01 -0.0898
Cl -6.502 1.014 -5.292 0.13 -0.07 0.05 -0.0733
Cl -5.981 -0.802 -3.088 -0.16 -0.17 -0.11 -0.0698
H -7.975 0.301 -3.621 0.00 0.00 0.00 0.3459
Cl 0.278 0.311 -4.200 -0.20 0.09 -0.07 0.1067
C -0.752 1.340 -5.199 -0.13 -0.05 0.07 -0.3127
Cl -2.445 1.168 -4.734 0.04 0.00 -0.02 -0.0393
Cl -0.238 3.029 -5.089 0.04 -0.01 -0.05 -0.1363
H -0.647 1.024 -6.228 0.02 0.01 0.00 0.4598
Cl -8.230 -3.086 1.991 0.04 -0.01 0.00 -0.1385
C -6.468 -3.014 2.028 -0.06 0.10 0.05 0.5429
Cl -5.853 -3.407 3.635 0.02 0.03 -0.04 -0.1439
Cl -5.774 -4.092 0.813 0.02 -0.05 -0.08 -0.1573
H -6.161 -2.004 1.781 0.02 -0.02 -0.06 -0.0866
Cl 0.179 -0.424 7.213 0.04 0.02 -0.02 -0.1294
C 1.843 -0.648 7.754 -0.04 0.02 -0.01 0.2590
Cl 2.003 -0.261 9.470 0.01 0.00 -0.03 -0.1405
Cl 2.387 -2.297 7.432 0.03 -0.03 -0.02 -0.0805
H 2.474 0.028 7.191 0.00 -0.03 -0.03 0.0935
Cl -9.369 2.366 -6.621 -0.17 0.09 -0.07 -0.0995
C -9.150 1.530 -8.158 0.08 -0.06 0.08 -0.0242
Cl -7.577 1.918 -8.860 -0.02 0.00 0.00 -0.1113
Cl -9.330 -0.214 -7.954 -0.01 0.03 -0.01 -0.1124
H -9.917 1.870 -8.840 0.00 0.00 -0.01 0.3444
Cl 1.852 -6.741 10.046 -0.01 0.03 -0.02 -0.1275
C 1.450 -5.896 8.550 -0.01 -0.04 0.00 0.1972
Cl 2.817 -5.914 7.433 0.00 0.02 0.00 -0.1222
Cl 0.018 -6.600 7.798 0.02 0.03 0.01 -0.1238
H 1.231 -4.864 8.793 0.01 0.01 -0.01 0.1698
Cl 7.496 -2.103 0.196 0.05 0.00 0.05 -0.0900
C 7.629 -3.635 1.062 -0.10 -0.03 -0.05 -0.0647
Cl 6.134 -3.988 1.932 0.02 0.01 0.01 -0.0947
Cl 8.034 -4.947 -0.046 0.01 0.02 0.03 -0.1293
H 8.427 -3.545 1.786 0.00 0.00 0.00 0.3759
Cl 3.305 -3.621 -5.560 -0.01 0.02 -0.03 -0.1071
C 2.266 -2.579 -6.533 -0.01 0.01 0.10 -0.1067
Cl 0.577 -2.754 -6.049 0.04 -0.03 -0.04 -0.0891
Cl 2.784 -0.893 -6.416 0.02 -0.04 -0.10 -0.0936
H 2.354 -2.886 -7.566 0.00 0.01 0.00 0.3969

=====

63
Properties=species:S:1:pos:R:3:forces:R:3:nbo_charge:R:1 method="wB97M-V/def2-TZVPD" total_charge=+1
C 3.294 -2.437 0.560 0.12 -0.08 -0.06 -0.6236
C 2.208 -2.265 -0.512 -0.02 -0.27 0.09 -0.4100
C 0.839 -1.911 0.047 0.14 0.06 -0.19 -0.0994
O 0.958 -1.013 1.164 -0.38 -0.05 -0.04 -0.5641
C 0.111 0.028 1.432 0.98 0.49 0.15 0.6780
N 0.565 0.517 2.659 -0.15 -0.05 0.17 -0.8290
N -1.386 -0.534 1.673 -0.07 -0.30 -0.96 -0.7967
P -1.312 -1.822 3.073 0.09 0.30 0.48 1.4378
N -1.145 -1.176 4.448 -0.19 -0.24 0.06 -1.2372
C -2.313 -0.900 0.496 -0.39 0.15 0.12 -0.2022
Cl -3.896 -0.638 1.278 -0.31 -0.21 -0.12 0.0312
P -2.090 -2.894 0.291 0.17 0.11 0.06 1.0758
O -1.856 -3.140 -1.270 0.22 -0.13 0.05 -1.0004
Br -4.073 -3.810 0.583 -0.14 0.09 -0.10 -0.1521
C -2.072 0.128 -0.727 -0.41 0.35 0.11 0.2376
Br -3.436 1.650 -0.640 -0.36 -0.50 -0.10 -0.0128
C -2.220 -0.455 -2.164 -0.22 -0.05 0.11 -0.2951
I -0.440 -0.403 -3.253 0.33 -0.04 -0.34 0.2521
C -3.327 -0.925 -2.760 0.01 0.14 0.54 -0.1459
C -4.711 -1.087 -2.178 0.04 -0.03 -0.11 -0.6979
I -3.316 -1.610 -4.709 -0.01 -0.19 -0.54 0.2456
O -0.871 0.775 -0.704 0.67 -0.91 0.54 -0.6222
C 0.079 1.178 0.369 -0.60 0.07 -0.32 0.2801
C 1.382 1.242 -0.458 -0.12 0.25 -0.25 -0.4886
C 2.809 1.546 0.042 0.04 0.19 0.05 0.0912
O 3.141 0.906 1.245 -0.11 -0.34 -0.03 -0.7142
C 3.779 1.193 -1.118 0.15 0.33 -0.16 -0.2296
N 5.110 0.828 -0.672 -0.19 -0.17 0.24 -0.8309
C -0.419 2.576 0.884 -0.03 0.18 -0.11 -0.3943
I 0.963 3.608 2.187 0.40 -0.49 0.38 0.1769
C -0.989 3.580 -0.217 0.31 0.03 0.05 -0.3347
C -0.721 3.364 -1.707 -0.07 0.10 -0.13 -0.6666
I -0.536 5.669 0.057 -0.29 0.47 -0.20 0.1302
H 3.816 -3.383 0.426 0.03 -0.01 -0.04 0.2168
H 2.876 -2.437 1.564 -0.03 0.01 0.05 0.2055
H 4.034 -1.641 0.521 -0.07 0.13 0.04 0.2491
H 2.498 -1.557 -1.284 0.09 0.15 0.04 0.2059
H 2.065 -3.218 -1.024 -0.05 0.04 -0.13 0.2210
H 0.379 -2.828 0.413 0.02 -0.04 0.17 0.1811
H 0.215 -1.493 -0.741 -0.08 0.08 0.00 0.2027
H -0.068 1.091 3.194 0.02 0.13 0.01 0.3932
H 0.975 -0.204 3.229 0.16 0.00 0.00 0.4007
H -1.911 0.241 2.092 0.30 0.11 0.29 0.4476
H -2.585 -2.327 2.857 -0.08 -0.13 -0.25 -0.0194
H -0.339 -2.692 2.592 -0.04 -0.09 -0.22 -0.0072
H -0.288 -1.402 4.936 0.08 0.29 0.13 0.4064
H -2.605 -3.497 -1.765 -0.05 0.12 -0.19 0.5270
H -5.214 -0.131 -2.078 0.01 0.19 0.15 0.2593
H -4.699 -1.597 -1.226 0.04 0.08 0.46 0.2175
H -5.323 -1.698 -2.834 0.00 0.01 -0.03 0.2452
H 1.403 0.338 -1.060 0.00 -0.17 0.16 0.2332
H 1.163 2.031 -1.177 0.11 -0.15 -0.11 0.2522
H 2.912 2.627 0.148 -0.16 0.03 0.31 0.1760
H 3.444 1.562 1.875 0.01 0.03 0.05 0.4853
H 3.801 2.084 -1.758 -0.16 -0.08 -0.20 0.1744
H 3.379 0.386 -1.728 0.01 -0.19 0.04 0.1784
H 5.604 0.305 -1.377 0.07 0.04 -0.10 0.3701
H 5.664 1.635 -0.424 0.09 0.05 0.00 0.3617
H -1.244 2.398 1.576 -0.13 0.04 -0.09 0.2092
H -2.056 3.611 -0.053 0.12 -0.05 -0.02 0.2348
H 0.323 3.526 -1.969 0.02 0.04 0.00 0.2126
H -1.287 4.113 -2.255 -0.05 0.04 0.00 0.2428
H -1.040 2.393 -2.067 0.09 0.06 -0.01 0.2283

=====

19
Properties=species:S:1:pos:R:3:forces:R:3:nbo_charge:R:1 method="wB97M-V/def2-TZVPD" smiles=CNCCC[NH3+] total_charge=+1
C 2.271 0.965 0.388 -0.48 0.76 -1.49 -0.4117
N 1.234 0.070 -0.146 -2.01 1.62 2.39 -0.6243
C 0.152 0.803 -0.845 -0.13 0.45 0.43 -0.2339
C -1.126 -0.034 -1.004 -0.23 0.58 0.22 -0.4382
C -1.776 -0.504 0.304 -0.47 -0.39 -0.68 -0.2225
N -0.807 -1.294 1.122 1.46 2.15 0.45 -0.7367
H 1.847 1.532 1.181 -0.35 0.69 0.57 0.2034
H 3.044 0.389 0.807 1.13 -0.74 0.35 0.2197
H 2.674 1.658 -0.405 -0.32 -0.64 0.77 0.2023
H 1.646 -0.522 -0.770 1.31 -2.11 -2.06 0.3745
H 0.529 1.121 -1.818 -0.25 0.16 -0.10 0.2163
H -0.077 1.722 -0.257 0.19 -0.60 -0.34 0.2084
H -1.873 0.589 -1.527 0.28 -0.30 0.17 0.2576
H -0.942 -0.885 -1.636 0.14 -0.46 -0.39 0.2166
H -2.055 0.349 0.904 -0.25 0.19 0.17 0.2212
H -2.660 -1.145 0.088 0.51 0.64 0.26 0.2327
H 0.222 -0.790 0.854 -0.79 -0.53 0.28 0.4622
H -0.756 -2.233 0.833 0.06 -1.56 -0.51 0.4181
H -1.028 -1.285 2.127 0.18 0.08 -0.49 0.4343

=====

19
Properties=species:S:1:pos:R:3:forces:R:3:nbo_charge:R:1 method="wB97M-V/def2-TZVPD" smiles=CCC.CC
C 0.028 1.302 -2.276 -2.40 -0.47 -1.78 -0.6150
C -0.305 0.854 -0.865 2.74 1.20 2.16 -0.4110
C -1.446 1.493 -0.044 -2.15 0.51 -2.66 -0.6191
H 1.073 1.431 -2.562 -0.09 0.03 0.46 0.2160
H -0.563 2.191 -2.500 0.49 0.52 -0.01 0.2081
H -0.432 0.596 -3.038 0.67 0.44 0.81 0.1982
H -0.288 -0.231 -0.837 -0.30 -0.09 0.33 0.2033
H 0.618 1.207 -0.273 -1.05 -0.96 -0.56 0.1938
H -1.837 0.919 0.743 0.61 -1.03 1.74 0.2183
H -1.328 2.546 0.298 0.24 -0.80 -0.46 0.2128
H -2.439 1.423 -0.610 1.21 0.71 -0.08 0.1942
C 1.260 -1.042 1.742 -0.26 -3.14 0.71 -0.6107
C 0.538 -2.428 1.305 -0.33 3.24 -1.11 -0.6157
H 2.059 -1.169 2.486 0.01 -0.33 -0.39 0.1975
H 1.674 -0.701 0.816 0.04 1.11 -0.10 0.2089
H 0.521 -0.489 2.294 -0.33 0.94 -0.58 0.2078
H 1.233 -3.148 0.883 -0.24 -0.38 0.53 0.2111
H -0.108 -2.057 0.462 0.69 -0.54 0.22 0.1921
H -0.260 -2.696 1.976 0.45 -0.95 0.79 0.2094

=====

| no. | highest occupied orbital energy (eV) | Kohn-Sham gap (eV) |
| --- | --- | --- |
| 1 | -9.808 | 9.9 |
| 2 | -10.668 | 7.1 |
| 3 | -14.050 | 11.0 |
| 4 | -10.693 | 11.8 |